P) Here is a cluster of 2 separate species, C5H14O in total from the OMol25 dataset. Energies are from wB97M-V/def2-TZVPD.

Computed properties:
SMILES ... CCC.CCO
Lowest unoccupied orbital energy ... 0.92 eV
Gap between HOMO and LUMO ... 11.4 eV
E_HOMO ... -0.3858 hartree

Geometry as ORCA input:
```
! wB97M-V def2-TZVPD RIJCOSX def2/J DEFGRID3
* xyz 0 1
C -0.65 -1.22 1.56
C -0.70 -1.42 0.05
C 0.03 -2.68 -0.44
H -1.15 -2.02 2.10
H -1.07 -0.26 1.86
H 0.40 -1.26 1.89
H -0.23 -0.59 -0.47
H -1.75 -1.49 -0.28
H -0.25 -2.83 -1.49
H 1.10 -2.50 -0.40
H -0.23 -3.57 0.13
C 0.89 2.35 0.37
C -0.01 2.32 -0.85
O 0.32 1.19 -1.70
H 1.36 1.38 0.46
H 1.67 3.11 0.31
H 0.36 2.54 1.30
H 0.07 3.23 -1.45
H -1.04 2.16 -0.54
H 0.87 1.55 -2.40
*
```



Q) Here is a cluster of 2 separate species, C5H14O in total from the OMol25 dataset. Energies are from wB97M-V/def2-TZVPD.

Computed properties:
SMILES ... CCC.CCO
Lowest unoccupied orbital energy ... 0.90 eV
Gap between HOMO and LUMO ... 11.4 eV
E_HOMO ... -0.3844 hartree

Geometry as ORCA input:
```
! wB97M-V def2-TZVPD RIJCOSX def2/J DEFGRID3
* xyz 0 1
C -0.43 0.18 -3.40
C -1.11 1.45 -2.93
C -0.57 2.69 -3.72
H 0.29 0.27 -4.28
H -1.11 -0.50 -4.09
H -0.29 -0.58 -2.56
H -0.93 1.49 -1.85
H -2.19 1.45 -3.06
H -0.51 2.39 -4.81
H -1.20 3.43 -3.51
H 0.42 3.10 -3.28
C 1.56 -1.95 2.77
C 0.95 -1.09 3.82
O -0.49 -1.09 3.62
H 2.62 -2.40 2.84
H 0.99 -2.90 2.64
H 1.77 -1.40 1.83
H 1.14 0.00 3.71
H 1.34 -1.46 4.77
H -0.80 -1.93 3.46
*
```



Most favorable first, least favorable last: P), Q)



P) Here is a cluster of 2 separate species, C5H14O in total from the OMol25 dataset. Energies are from wB97M-V/def2-TZVPD.

Computed properties:
SMILES ... CCCCC.O
Lowest unoccupied orbital energy ... 0.75 eV
Gap between HOMO and LUMO ... 11.5 eV
E_HOMO ... -0.3944 hartree

Geometry as ORCA input:
```
! wB97M-V def2-TZVPD RIJCOSX def2/J DEFGRID3
* xyz 0 1
C -1.88 0.68 -0.11
C -0.42 0.35 -0.35
C 0.23 -0.34 0.88
C 1.48 0.38 1.39
C 2.55 0.65 0.32
H -2.20 1.24 -0.99
H -2.48 -0.20 0.06
H -1.96 1.37 0.73
H -0.29 -0.25 -1.25
H 0.02 1.34 -0.39
H -0.50 -0.39 1.69
H 0.40 -1.40 0.66
H 1.14 1.35 1.76
H 1.98 -0.18 2.18
H 2.73 -0.27 -0.24
H 2.23 1.39 -0.42
H 3.45 1.07 0.72
O -2.36 -1.91 -2.09
H -1.74 -2.06 -2.82
H -2.37 -2.82 -1.74
*
```



Q) Here is a cluster of 2 separate species, C5H14O in total from the OMol25 dataset. Energies are from wB97M-V/def2-TZVPD.

Computed properties:
SMILES ... CC(C)O.CC
Lowest unoccupied orbital energy ... 0.99 eV
Gap between HOMO and LUMO ... 11.3 eV
E_HOMO ... -0.3777 hartree

Geometry as ORCA input:
```
! wB97M-V def2-TZVPD RIJCOSX def2/J DEFGRID3
* xyz 0 1
C 0.21 0.10 -1.53
C 0.68 1.21 -0.59
C 2.00 1.78 -0.98
O -0.29 2.26 -0.59
H 0.28 0.51 -2.59
H -0.79 -0.30 -1.32
H 0.94 -0.66 -1.79
H 0.67 0.71 0.38
H 2.54 2.11 -0.07
H 2.66 1.16 -1.58
H 1.79 2.75 -1.46
H -1.13 1.96 -0.97
C -1.74 -1.57 1.03
C -0.71 -1.77 2.17
H -2.45 -2.36 1.20
H -2.16 -0.57 1.13
H -1.21 -1.78 0.10
H -1.18 -1.73 3.14
H -0.23 -2.76 2.18
H 0.12 -1.05 2.13
*
```



R) Here is a cluster of 2 separate species, C5H14O in total from the OMol25 dataset. Energies are from wB97M-V/def2-TZVPD.

Computed properties:
SMILES ... CCCCC.O
Lowest unoccupied orbital energy ... 0.88 eV
Gap between HOMO and LUMO ... 11.7 eV
E_HOMO ... -0.3963 hartree

Geometry as ORCA input:
```
! wB97M-V def2-TZVPD RIJCOSX def2/J DEFGRID3
* xyz 0 1
C -1.79 -1.41 -0.45
C -1.67 0.07 -0.10
C -1.05 0.93 -1.21
C 0.47 0.93 -1.24
C 1.11 1.63 -0.06
H -2.62 -1.88 0.09
H -0.91 -2.01 -0.23
H -2.04 -1.51 -1.52
H -1.10 0.19 0.83
H -2.68 0.46 0.04
H -1.45 0.56 -2.16
H -1.41 1.95 -1.06
H 0.82 -0.10 -1.32
H 0.81 1.39 -2.17
H 2.16 1.84 -0.26
H 0.64 2.60 0.13
H 1.06 1.03 0.84
O 3.07 -1.93 3.07
H 3.99 -2.03 3.34
H 2.61 -2.70 3.44
*
```



Most favorable first, least favorable last: R), P), Q)